Entry one
The following is a quantum chemistry calculation of one molecule with the formula C2H6N2Si, from the Open Molecules 2025 dataset.

Net charge: 0
HOMO, hartree: -0.29367
SMILES: N1N[C@H]2[SiH2][C@@H]12
Frontier orbital gap, hartree: 0.328
Molecular weight, g mol⁻¹: 86.17
LUMO level, Eh: 0.0343
Spin multiplicity: 1

Last column: Mulliken charge in e.
Atoms and positions in Å:
Si (-1.34, 0.02, -0.36)  0.285
N (1.35, -0.73, -0.47)  -0.389
H (0.15, -1.42, 1.36)  0.302
C (0.15, -0.84, 0.42)  -0.242
H (-1.20, 0.48, -1.85)  -0.061
H (-2.57, -0.65, 0.25)  -0.087
H (2.28, -1.04, -0.07)  0.289
C (0.06, 0.78, 0.59)  -0.329
H (1.17, 1.19, -1.24)  0.262
H (0.32, 1.37, 1.46)  0.427
N (1.36, 0.73, -0.35)  -0.457

Entry two
The following is a quantum chemistry calculation of one molecule with the formula C2H6N2Si, from the Open Molecules 2025 dataset.

Net charge: 0
HOMO, hartree: -0.27483
SMILES: C1=C[SiH2]NN1
Frontier orbital gap, hartree: 0.309
Molecular weight, g mol⁻¹: 86.17
LUMO level, Eh: 0.0343
Spin multiplicity: 1

Last column: Mulliken charge in e.
Atoms and positions in Å:
C (0.33, 0.79, 1.13)  -0.296
C (1.13, 0.45, 0.10)  -0.393
H (0.56, 1.36, 1.97)  0.425
H (-1.71, 0.52, 1.41)  0.231
H (2.15, 1.00, 0.02)  0.251
H (-2.11, -0.88, -0.23)  0.246
H (1.13, -1.94, -1.34)  -0.118
N (-0.88, 0.17, 0.97)  -0.164
N (-1.16, -0.43, -0.29)  -0.291
Si (0.34, -0.68, -1.15)  0.228
H (0.23, -0.36, -2.58)  -0.120

Which of them is least stable? Easy: entry one.

Entry one
The following is a quantum chemistry calculation of a 2-piece molecular cluster, C3H9O3 overall, from the Open Molecules 2025 dataset.

Net charge: -1
HOMO, hartree: -0.08581
Frontier orbital gap, hartree: 0.215
Molecular weight, g mol⁻¹: 93.10
LUMO level, Eh: 0.1296
Spin multiplicity: 1

Last column: Mulliken charge in e.
Atoms and positions in Å:
H (-0.19, -1.25, 1.43)  0.318
H (0.76, 1.05, 2.26)  0.136
C (0.32, -0.97, 0.51)  -0.388
C (0.37, 0.51, 0.25)  -0.315
H (2.22, 0.80, 1.38)  0.170
H (1.34, -1.37, 0.58)  0.229
H (-2.57, 0.24, -2.66)  0.292
O (1.28, 2.62, 0.96)  -0.869
O (-0.28, -1.69, -0.61)  -0.519
O (-2.09, -0.57, -2.55)  -0.674
H (-1.31, -0.30, -2.05)  0.373
H (-0.64, 0.93, 0.30)  0.187
H (0.68, 0.68, -0.79)  0.299
H (-1.12, -2.03, -0.26)  0.297
C (1.23, 1.34, 1.26)  -0.537

Entry two
The following is a quantum chemistry calculation of a 2-piece molecular cluster, C3H9O3 overall, from the Open Molecules 2025 dataset.

Net charge: -1
HOMO, hartree: -0.11344
Frontier orbital gap, hartree: 0.265
Molecular weight, g mol⁻¹: 93.10
LUMO level, Eh: 0.1515
Spin multiplicity: 1

Last column: Mulliken charge in e.
Atoms and positions in Å:
O (0.16, -0.84, 0.73)  -0.925
H (-2.11, -0.89, 3.86)  0.292
C (-0.68, -0.45, -0.34)  -0.420
H (-1.21, -1.36, -0.61)  0.264
H (0.44, -0.91, -2.08)  0.201
H (-1.30, 0.39, -0.04)  0.227
H (-1.62, 0.06, 2.87)  0.333
O (1.96, 0.99, 0.11)  -0.660
H (1.63, 1.59, -1.84)  0.280
H (2.39, 0.02, -1.60)  0.180
H (-0.41, 0.67, -2.11)  0.260
C (0.26, 0.02, -1.52)  -0.529
H (1.31, 0.26, 0.60)  0.431
O (-2.42, -0.26, 3.25)  -0.647
C (1.62, 0.72, -1.25)  -0.287

Which of them is least stable? Easy: entry one.

Entry one
The following is a quantum chemistry calculation of a 2-piece molecular cluster, C3H10N5 overall, from the Open Molecules 2025 dataset.

Net charge: +1
HOMO, hartree: -0.52990
Frontier orbital gap, hartree: 0.418
Molecular weight, g mol⁻¹: 116.15
LUMO level, Eh: -0.1114
Spin multiplicity: 1

Last column: Mulliken charge in e.
Atoms and positions in Å:
N (-0.33, 0.90, 0.03)  -0.502
C (2.24, 1.62, -0.34)  -0.807
H (-2.59, -0.08, 0.12)  0.438
N (0.91, -0.88, 0.00)  0.602
H (1.57, 2.51, -0.21)  0.282
H (-3.76, 0.66, 1.04)  0.372
H (1.97, -2.04, 1.19)  0.329
H (2.49, 1.22, -1.35)  0.315
H (2.91, -1.31, -0.21)  0.285
C (1.97, -1.87, 0.18)  -0.706
C (0.91, 0.48, 0.03)  0.316
N (-1.06, -0.18, 0.07)  0.049
H (-4.37, -0.11, -0.18)  0.376
H (1.55, -2.72, -0.40)  0.294
H (2.93, 1.40, 0.42)  0.348
N (-3.53, 0.45, 0.07)  -0.497
N (-0.32, -1.23, 0.08)  -0.811
H (-3.49, 1.19, -0.53)  0.318

Entry two
The following is a quantum chemistry calculation of an isolated ion of composition C3H10N5 and charge +1, from the Open Molecules 2025 dataset.

Net charge: +1
HOMO (spin up / spin down), hartree: -0.49921 / -0.49930
Frontier orbital gap (spin up / spin down), hartree: 0.308 / 0.309
Molecular weight, g mol⁻¹: 116.15
LUMO level (spin up / spin down), Eh: -0.1908 / -0.1906
Spin multiplicity: 1

Last column: Mulliken charge in e.
Atoms and positions in Å:
C (-0.56, -1.87, 0.17)  0.040
N (-2.53, 0.96, 0.35)  -0.622
H (-0.30, 1.03, 1.23)  0.348
H (-2.81, 1.83, 0.02)  0.249
H (1.37, -1.94, -0.65)  0.326
N (-0.28, 0.91, 0.15)  -0.387
H (0.85, 0.21, -1.45)  0.338
C (0.84, -1.35, 0.10)  -0.509
H (1.50, -1.63, 1.04)  0.327
N (-1.69, -1.40, -0.04)  -0.314
H (2.95, 0.46, -0.10)  0.267
H (-0.78, -2.82, 0.55)  0.464
H (1.93, 0.86, 1.16)  0.309
C (0.88, 0.14, -0.32)  -0.169
N (-1.51, 0.56, -0.38)  0.356
H (-1.30, 0.75, -1.33)  0.259
H (-3.24, 0.25, 0.35)  0.303
N (2.09, 0.87, 0.11)  -0.585

Which of them is least stable? Easy: entry two.

Entry one
The following is a quantum chemistry calculation of an isolated ion of composition C5H10N5 and charge +1, from the Open Molecules 2025 dataset.

Net charge: +1
HOMO, hartree: -0.46222
SMILES: [H]/N=C(\C)n1[nH]c(C)[nH+]/c1=N\[H]
Frontier orbital gap, hartree: 0.342
Molecular weight, g mol⁻¹: 140.17
LUMO level, Eh: -0.1202
Spin multiplicity: 1

Last column: Mulliken charge in e.
Atoms and positions in Å:
H (-1.15, -2.43, 0.40)  0.496
N (1.18, 1.45, -0.37)  -0.069
C (1.62, 0.26, -0.05)  0.457
C (-0.25, 1.51, -0.21)  0.098
C (-1.77, -0.43, 0.00)  0.800
H (-3.58, 0.11, -0.50)  0.275
C (3.02, -0.24, -0.11)  -0.987
H (0.55, -1.52, 0.59)  0.226
H (-2.69, -2.20, -0.12)  0.455
N (-1.08, 2.38, -0.17)  -0.395
H (1.70, 2.23, -0.71)  0.215
H (-2.38, -1.72, 1.41)  0.342
N (0.68, -0.59, 0.17)  -0.252
N (-2.61, 0.45, -0.24)  -0.561
H (3.07, -1.25, 0.33)  0.295
H (3.40, 0.07, -1.09)  0.307
C (-1.97, -1.84, 0.46)  -1.592
N (-0.49, 0.14, 0.13)  0.259
H (3.71, 0.31, 0.58)  0.368
H (-0.96, 3.33, -0.49)  0.263

Entry two
The following is a quantum chemistry calculation of an isolated ion of composition C5H10N5 and charge +1, from the Open Molecules 2025 dataset.

Net charge: +1
HOMO (spin up / spin down), hartree: -0.41589 / -0.41588
SMILES: C=C/N=N/C=C([NH3+])\C=N\N
Frontier orbital gap (spin up / spin down), hartree: 0.263 / 0.263
Molecular weight, g mol⁻¹: 140.17
LUMO level (spin up / spin down), Eh: -0.1531 / -0.1532
Spin multiplicity: 1

Last column: Mulliken charge in e.
Atoms and positions in Å:
N (1.27, -2.82, -0.04)  -0.588
C (-3.29, -0.54, -0.47)  0.070
H (-0.44, 2.33, -0.58)  0.321
C (1.57, -0.55, -0.22)  -0.336
N (-1.33, 0.52, -0.51)  0.357
C (-3.43, -0.48, 0.82)  -0.514
N (2.17, 1.81, 0.03)  -0.334
H (2.12, 2.84, -0.05)  0.362
H (2.41, 1.58, 0.97)  0.380
H (0.52, -3.49, 0.03)  0.267
H (2.98, 1.69, -0.68)  0.407
N (-2.30, 0.21, -1.23)  -0.528
H (-2.66, 0.10, 1.37)  0.198
H (-4.00, -1.07, -1.28)  0.312
H (2.04, -3.03, -0.65)  0.240
C (-0.26, 1.26, -0.47)  -0.544
N (0.79, -1.57, -0.16)  0.017
H (-4.16, -1.06, 1.40)  0.279
C (1.04, 0.81, -0.27)  0.322
H (2.62, -0.76, -0.39)  0.312

Entry three
The following is a quantum chemistry calculation of an isolated ion of composition C5H10N5 and charge +1, from the Open Molecules 2025 dataset.

Net charge: +1
HOMO (spin up / spin down), hartree: -0.48362 / -0.48361
SMILES: CC1=NN[C@@]2(N=[NH2+])N[C@]12C
Frontier orbital gap (spin up / spin down), hartree: 0.314 / 0.314
Molecular weight, g mol⁻¹: 140.17
LUMO level (spin up / spin down), Eh: -0.1696 / -0.1696
Spin multiplicity: 1

Last column: Mulliken charge in e.
Atoms and positions in Å:
H (-2.78, 0.22, 1.28)  0.363
H (2.27, -1.08, 0.43)  0.310
C (0.81, 1.12, 1.08)  -1.163
C (-1.93, -0.25, 1.66)  -1.273
H (0.29, 0.83, -3.05)  0.253
H (0.35, 0.90, 2.10)  0.310
N (-1.37, -1.33, -0.41)  -0.503
H (-0.63, -2.14, -2.14)  0.287
N (-0.48, -1.39, -1.37)  -0.127
C (0.80, -0.86, -1.06)  0.721
H (0.17, 1.88, 0.46)  0.320
H (-1.48, 0.44, 2.38)  0.346
H (1.31, 1.99, -2.18)  0.267
H (1.85, 1.35, 1.15)  0.387
C (0.39, -0.12, 0.48)  1.091
C (-0.99, -0.54, 0.54)  0.088
H (-2.19, -1.16, 2.19)  0.316
N (1.32, -1.23, 0.22)  -0.611
N (1.00, 1.08, -2.35)  -0.429
N (1.27, 0.30, -1.40)  0.049

Which of them is least stable? Easy: entry two.

Entry one
The following is a quantum chemistry calculation of a 3-piece molecular cluster, C2H8O4 overall, from the Open Molecules 2025 dataset.

Net charge: 0
HOMO, hartree: -0.39314
SMILES: CC(=O)O.O.O
Frontier orbital gap, hartree: 0.416
Molecular weight, g mol⁻¹: 96.08
LUMO level, Eh: 0.0232
Spin multiplicity: 1

Last column: Mulliken charge in e.
Atoms and positions in Å:
H (3.59, 0.72, 1.91)  0.261
H (-4.79, 3.55, 1.36)  0.325
C (2.64, -0.02, 1.96)  -0.769
H (1.68, 0.28, -1.11)  0.331
O (1.90, 0.68, -0.26)  -0.443
C (2.15, -0.43, 0.57)  0.614
O (2.04, -1.56, 0.18)  -0.523
O (-2.35, -3.15, -4.22)  -0.658
H (-1.71, -3.29, -3.41)  0.335
H (1.70, 0.26, 2.55)  0.238
H (-3.48, 4.40, 1.08)  0.328
H (3.09, -0.93, 2.30)  0.291
O (-3.81, 3.55, 1.46)  -0.653
H (-2.67, -4.06, -4.37)  0.323

Entry two
The following is a quantum chemistry calculation of a 3-piece molecular cluster, C2H8O4 overall, from the Open Molecules 2025 dataset.

Net charge: 0
HOMO, hartree: -0.37361
SMILES: CC(=O)O.O.O
Frontier orbital gap, hartree: 0.394
Molecular weight, g mol⁻¹: 96.08
LUMO level, Eh: 0.0206
Spin multiplicity: 1

Last column: Mulliken charge in e.
Atoms and positions in Å:
H (-3.60, 0.12, 0.89)  0.323
H (3.15, 2.67, -1.31)  0.324
H (-2.55, -0.43, 2.35)  0.292
H (2.10, 3.15, -2.51)  0.318
H (2.50, -0.24, -0.42)  0.345
O (-1.56, 0.02, -0.75)  -0.586
H (0.27, -1.26, 0.42)  0.350
O (-0.59, -1.17, 0.94)  -0.445
C (-1.65, -0.53, 0.38)  0.770
C (-2.85, -0.53, 1.31)  -1.003
O (2.64, -1.12, -0.06)  -0.652
H (-3.43, -1.45, 1.31)  0.303
O (2.47, 2.42, -1.96)  -0.637
H (3.10, -1.69, -0.61)  0.300

Entry three
The following is a quantum chemistry calculation of a 3-piece molecular cluster, C2H8O4 overall, from the Open Molecules 2025 dataset.

Net charge: 0
HOMO, hartree: -0.37032
Frontier orbital gap, hartree: 0.209
Molecular weight, g mol⁻¹: 96.08
LUMO level, Eh: -0.1616
Spin multiplicity: 1

Last column: Mulliken charge in e.
Atoms and positions in Å:
H (-0.49, -1.05, 0.36)  0.099
H (-1.14, 1.54, -1.22)  0.349
O (2.75, 0.25, 0.55)  -0.957
H (1.44, 0.63, 1.14)  0.486
C (-1.19, 0.62, -0.67)  -1.214
H (1.79, 0.10, -0.44)  0.458
O (0.93, -0.22, -0.98)  -0.338
H (3.57, 0.45, 0.09)  0.244
H (-2.57, -2.05, 0.93)  0.247
H (-1.85, 0.82, 0.15)  0.349
H (-1.66, -0.24, -1.13)  0.401
C (0.02, -0.02, -0.05)  0.923
O (-2.04, -1.55, 0.30)  -0.624
O (0.43, 0.73, 0.96)  -0.424

Entry four
The following is a quantum chemistry calculation of a 3-piece molecular cluster, C2H8O4 overall, from the Open Molecules 2025 dataset.

Net charge: 0
HOMO, hartree: -0.38812
SMILES: CC(=O)O.O.O
Frontier orbital gap, hartree: 0.393
Molecular weight, g mol⁻¹: 96.08
LUMO level, Eh: 0.0048
Spin multiplicity: 1

Last column: Mulliken charge in e.
Atoms and positions in Å:
O (2.04, 2.25, -1.60)  -0.636
H (2.55, 1.91, -0.85)  0.292
H (1.38, 1.56, -1.78)  0.360
H (-0.27, -0.69, 2.42)  0.321
O (-0.63, 0.83, -1.59)  -0.534
H (0.96, -0.26, 0.42)  0.375
H (-2.56, -0.70, -1.14)  0.329
H (-2.09, -0.60, 0.57)  0.233
H (1.19, -0.61, 3.01)  0.318
H (-1.41, -1.93, -0.22)  0.347
O (0.58, -0.24, 2.37)  -0.657
C (-0.60, -0.04, -0.77)  0.789
C (-1.76, -0.93, -0.43)  -1.071
O (0.60, -0.57, -0.43)  -0.465

Which of them is least stable? Easy: entry three.